96
Properties=species:S:1:pos:R:3 method="wB97M-V/def2-TZVPD" orbital_gap_ev=7.205 charge=+2 relative_energy_kcal_mol=0.00
H -0.37 -0.32 -2.93
H 1.63 4.34 -2.54
C 1.12 -4.00 1.42
C 5.33 -0.89 0.09
H -2.17 -2.23 3.23
C 5.43 2.59 -1.36
H 2.66 -2.26 -1.46
H 1.04 -6.01 -1.82
C -5.68 0.78 1.58
C 0.37 4.56 -4.25
C -1.93 2.93 1.64
H -4.86 4.07 1.73
C 1.57 -5.32 1.44
N 0.65 -3.44 0.31
H -7.42 -0.09 2.48
C -2.42 -2.85 1.19
C -2.33 -1.91 2.21
C -6.57 3.19 2.64
H -1.27 2.20 2.11
C 0.32 3.73 0.69
H 2.01 -4.61 3.96
H 2.05 -3.10 5.90
H -1.06 4.90 1.80
C 3.44 3.16 -0.12
H -2.39 2.71 -4.92
C -1.12 4.10 1.06
H 6.41 -0.85 0.06
H -5.35 -0.17 1.16
H -2.34 -3.90 1.41
C 1.05 -5.46 -0.89
C -6.85 0.82 2.32
C 4.81 3.30 -0.33
C -0.25 -4.10 -3.20
C -5.40 3.15 1.89
H -0.23 -5.18 -3.25
H -2.99 -0.75 -1.41
H 0.96 5.38 -4.66
H -2.62 3.27 2.41
C 1.21 -1.45 4.81
C 0.11 -3.43 -2.05
H -2.74 -3.16 -0.91
H 6.49 2.71 -1.53
Sb -3.18 1.95 0.16
C 0.74 3.98 -3.05
H 0.35 -0.07 3.41
C -2.65 -2.43 -0.12
H -2.42 0.17 2.74
C 1.17 -3.13 2.64
H 2.66 0.34 1.73
C -0.67 -3.37 -4.31
C -1.13 2.48 -3.19
H 0.88 3.47 1.59
N 2.55 -0.97 0.15
C -2.68 -0.10 0.63
C -7.30 2.02 2.85
C 3.32 1.61 -1.95
N 0.71 -1.88 2.50
H -1.74 1.69 -2.78
C 1.52 -6.05 0.27
C 3.24 -1.67 -0.75
H -0.95 -3.89 -5.22
C -1.51 3.07 -4.40
C -0.76 4.11 -4.93
C 1.68 -2.75 4.95
H -1.05 4.56 -5.86
C 1.65 -3.60 3.85
C 0.61 -4.14 -0.83
C 4.68 1.75 -2.17
H 5.39 3.97 0.29
H 1.95 -5.77 2.34
C -0.35 -1.40 -3.03
N 0.04 -2.09 -1.96
H 2.75 0.96 -2.61
H -8.21 2.05 3.43
C 0.74 -1.07 3.56
H 0.83 4.58 0.22
H 5.16 1.21 -2.97
C 4.62 -1.67 -0.82
C -2.45 -0.55 1.93
C 2.69 2.31 -0.93
H -1.01 -1.38 -5.07
C -4.94 1.94 1.37
H 1.21 -0.76 5.63
Ca 0.04 -1.07 0.27
C -0.70 -1.99 -4.23
C -2.78 -1.07 -0.39
H -6.93 4.13 3.04
H 2.98 3.73 0.67
H -1.62 4.53 0.19
H 5.12 0.48 1.74
C 4.62 -0.15 1.02
Sb 0.59 2.08 -0.67
H 1.87 -7.07 0.25
C 3.24 -0.22 1.01
H 5.13 -2.25 -1.57
C -0.01 2.94 -2.51